No. 1
{
  "formula": "C2H6O2PS2",
  "method": "ωB97M-V/def2-TZVPD",
  "species": ["C", "O", "S", "P", "H", "H", "H", "O", "H", "S", "H", "C", "H"],
  "xyz": [[-1.40, -0.02, -0.62], [-0.23, 0.10, -1.29], [2.22, 1.91, -0.14], [1.14, 0.18, -0.06], [3.30, 1.65, -0.74], [-1.76, 0.86, 1.31], [1.15, -2.25, 0.25], [0.22, 0.18, 1.18], [-1.90, -1.03, -0.92], [2.28, -1.49, -0.08], [-2.20, 0.72, -1.07], [-1.24, 0.05, 0.95], [-1.57, -0.87, 1.22]],
  "orbital_gap_ev": 10.08,
  "max_force_ev_per_a": 5.68,
  "spin_multiplicity": 1,
  "e_lumo_ev": -4.5,
  "energy_ev": -37218.1659,
  "de_lowest_kcal_mol": 0.0,
  "charge": 1
}

***

No. 2
{
  "formula": "C9H19BO2S",
  "method": "ωB97M-V/def2-TZVPD",
  "species": ["O", "H", "H", "C", "H", "C", "C", "O", "H", "C", "H", "C", "H", "H", "H", "C", "H", "H", "B", "H", "H", "H", "H", "S", "H", "C", "H", "H", "C", "C", "H", "H"],
  "xyz": [[-0.20, -0.05, -0.41], [-3.97, -1.21, -0.86], [3.90, 1.45, -0.26], [-2.01, 0.32, -2.07], [-4.12, -1.64, 0.75], [3.59, -0.59, -0.89], [4.48, 0.57, -0.23], [3.34, -1.61, -0.31], [-0.87, 2.38, 0.10], [-1.81, 1.84, 0.11], [-3.04, 0.43, -2.16], [-3.89, -0.81, 0.10], [-2.16, 1.74, 1.17], [5.36, 0.82, -0.96], [-2.83, 0.00, 2.22], [5.01, 0.21, 1.16], [5.97, -0.27, 1.17], [1.07, -1.68, 0.01], [-0.02, -1.33, -0.10], [4.13, -0.35, 1.46], [-1.59, 1.20, -2.61], [-1.83, -1.44, 2.28], [-0.94, 0.05, 1.95], [-1.55, -2.30, -0.16], [3.17, -0.34, -1.82], [-2.34, -0.68, 0.34], [-2.43, 2.50, -0.47], [-4.32, 0.12, 0.33], [-1.89, -0.44, 1.85], [-1.60, 0.40, -0.56], [-1.60, -0.47, -2.71], [5.00, 1.19, 1.58]],
  "orbital_gap_ev": 9.49,
  "max_force_ev_per_a": 4.27,
  "spin_multiplicity": 1,
  "smiles": "CC1(C)OBSC1(C)C.CCC=O",
  "e_lumo_ev": 0.7,
  "energy_ev": -25247.2706,
  "de_lowest_kcal_mol": 54.4
}

***

No. 3
{
  "formula": "C3H8NS",
  "method": "ωB97M-V/def2-TZVPD",
  "species": ["H", "C", "H", "H", "H", "H", "H", "C", "C", "H", "H", "S", "N"],
  "xyz": [[2.16, 0.04, 2.63], [1.64, 0.04, 1.68], [-2.62, -0.15, -0.24], [-1.08, 0.63, 0.25], [0.71, -0.50, 1.86], [0.30, -1.11, -2.54], [-2.25, 1.52, -0.72], [-1.82, 0.53, -0.55], [-0.17, -0.60, -1.70], [0.38, -0.74, -0.76], [1.37, 1.09, 1.49], [2.66, -0.73, 0.39], [-1.27, 0.00, -1.80]],
  "orbital_gap_ev": 6.38,
  "max_force_ev_per_a": 0.93,
  "spin_multiplicity": 1,
  "e_lumo_ev": 4.0,
  "energy_ev": -15565.8155,
  "de_lowest_kcal_mol": 28.3,
  "charge": -1
}

***

No. 4
{
  "formula": "C2H6CeO2",
  "method": "ωB97M-V/def2-TZVPD",
  "species": ["H", "H", "C", "H", "O", "O", "C", "Ce", "H", "H", "H"],
  "xyz": [[2.28, -0.15, -1.16], [-0.07, -1.71, -0.80], [1.27, -0.03, -0.78], [0.26, -0.97, -2.38], [1.21, 0.27, 0.58], [-2.60, 1.00, 2.32], [0.10, -0.75, -1.32], [-0.54, 0.38, 2.18], [-3.14, 1.52, 1.73], [2.06, 0.61, 0.90], [-0.83, -0.15, -1.24]],
  "orbital_gap_ev": [6.28, 10.45],
  "max_force_ev_per_a": 4.33,
  "s2": 2.01,
  "spin_multiplicity": 3,
  "e_lumo_ev": [-10.2, -10.1],
  "energy_ev": -19175.4229,
  "de_lowest_kcal_mol": 0.0,
  "charge": 2
}